No. 1
36
Properties=species:S:1:pos:R:3:forces:R:3 method="wB97M-V/def2-TZVPD" relative_energy_kcal_mol=58.6 homo_lumo_gap_ev="4.7 / 6.8" charge=+2
C 1.660 3.115 0.874 0.2 1.8 -0.5
C 1.784 1.649 0.882 2.9 -0.8 1.7
H 2.677 3.539 0.976 -0.4 -0.2 0.0
H 1.044 3.441 1.722 0.0 -0.2 -0.1
H 1.167 3.513 -0.029 0.2 -0.4 0.5
O 2.710 1.044 1.346 -2.0 0.6 -1.3
Cl -1.296 2.320 0.230 0.1 -0.1 0.1
Al 0.003 0.581 0.088 -2.9 -0.2 -1.4
P 0.608 0.992 -2.184 0.0 0.3 -1.7
C 1.803 -0.158 -2.909 0.2 -0.2 0.2
C -0.881 0.817 -3.233 -0.2 0.0 0.5
H 0.560 3.412 -2.240 0.2 -0.3 -0.2
H 1.424 2.734 -3.657 -0.1 -0.1 0.4
H 2.221 2.784 -2.051 -0.1 0.0 -0.2
C 1.265 2.634 -2.571 0.1 0.4 0.3
H -1.753 1.207 -2.684 0.3 -0.1 -0.4
H -0.741 1.359 -4.169 0.1 0.0 0.1
H 2.001 0.108 -3.962 -0.1 -0.1 0.4
H 1.394 -1.176 -2.854 0.1 0.2 -0.1
H -1.042 -0.254 -3.409 0.0 0.4 -0.1
H 2.747 -0.123 -2.347 -0.1 0.0 -0.2
C 1.296 -1.027 0.042 4.4 -6.7 0.0
O 1.979 -1.992 0.032 -4.0 5.6 0.0
Cl -1.652 -0.922 -0.842 1.4 0.4 1.1
S -0.231 0.146 2.357 -0.2 -0.2 0.7
C -1.118 -1.358 2.491 1.5 -0.7 0.8
N -0.412 -2.445 3.010 -3.1 0.3 -0.7
C -1.101 -3.611 3.247 1.8 0.8 0.1
C -2.430 -3.692 2.980 -1.4 -0.5 -0.2
C -3.129 -2.599 2.461 -0.6 -1.2 0.4
C -2.476 -1.427 2.234 0.8 1.2 -0.5
H 0.564 -2.351 3.223 0.4 -0.1 0.2
H -0.520 -4.423 3.666 0.0 0.0 -0.1
H -2.962 -4.628 3.185 0.3 0.4 -0.1
H -4.194 -2.668 2.256 0.2 -0.1 0.0
H -2.969 -0.541 1.843 0.1 -0.2 0.0


No. 2
27
Properties=species:S:1:pos:R:3:forces:R:3 method="wB97M-V/def2-TZVPD" relative_energy_kcal_mol=52.0 homo_lumo_gap_ev=10.7 smiles=O.O.O.O.O.O.O.O.O charge=0
O 0.808 -0.947 -3.201 2.0 0.5 -2.3
H 0.339 -1.014 -2.405 -1.0 0.2 2.1
H 1.559 -0.334 -3.052 -0.9 -0.8 0.1
O -0.284 -2.842 1.317 0.1 -0.9 0.7
H -0.471 -3.302 2.174 0.3 0.5 -1.2
H 0.630 -3.052 1.057 -0.5 -0.2 0.2
O 0.362 1.822 2.624 -0.1 0.3 -0.3
H -0.414 1.862 3.169 -0.8 1.0 0.6
H 0.375 0.860 2.635 0.9 -0.9 -0.4
O -2.356 1.130 -2.317 -1.9 0.5 -0.4
H -1.422 1.397 -2.342 -0.3 0.3 -0.5
H -2.928 1.762 -2.842 1.4 -1.1 1.0
O 2.561 -0.576 0.591 0.8 0.1 0.4
H 1.684 -0.518 0.218 -0.9 0.0 -0.4
H 2.704 -1.509 0.750 0.2 -0.2 -0.1
O 0.328 -0.835 2.944 1.6 -0.1 1.6
H 0.142 -1.317 2.147 -0.3 -0.5 -0.8
H 1.232 -1.148 3.211 -1.2 0.7 -0.4
O 0.052 1.948 -2.288 0.3 -0.2 -1.9
H 0.514 2.313 -1.575 0.9 0.8 2.0
H 0.659 2.090 -3.029 -0.4 -0.3 -0.1
O -1.694 1.195 0.510 0.5 -0.5 1.8
H -1.038 1.888 0.623 -0.2 0.3 -0.1
H -2.106 1.174 -0.339 -0.5 0.6 -1.5
O -0.108 -0.664 -0.438 0.7 -0.8 -0.3
H -0.546 0.081 0.005 -0.6 0.1 0.2
H -0.577 -1.458 -0.145 0.0 0.3 0.0


No. 3
14
Properties=species:S:1:pos:R:3:forces:R:3 method="wB97M-V/def2-TZVPD" relative_energy_kcal_mol=180.3 homo_lumo_gap_ev="9.0 / 6.5" charge=+1
C 2.313 -1.204 -0.121 -2.6 3.2 0.7
C 0.020 1.527 0.693 -0.1 0.8 -1.9
C -0.068 1.484 -0.855 0.1 0.7 -3.4
C 0.434 0.340 -0.118 -2.5 1.5 1.5
C -1.547 -1.796 0.335 -3.8 4.3 -3.2
N 1.482 -0.368 -0.031 3.4 -3.6 -1.0
H 2.963 -1.952 0.170 1.3 -1.3 0.0
H 0.806 2.225 1.036 -0.6 -0.7 0.3
H -1.004 1.593 1.045 0.4 -0.3 0.8
H -1.083 1.315 -1.424 2.0 0.6 1.5
H 0.717 2.055 -1.544 -1.7 -1.2 1.7
H -0.893 -2.346 0.847 2.2 -2.1 1.8
H -1.816 -1.774 -0.728 1.1 -1.1 0.1
H -2.326 -1.099 0.694 0.9 -0.6 1.1


No. 4
85
Properties=species:S:1:pos:R:3:forces:R:3 method="wB97M-V/def2-TZVPD" relative_energy_kcal_mol=71.2 homo_lumo_gap_ev="3.8 / 3.8" charge=+3
Pd -0.412 0.641 -0.017 -1.1 -1.3 0.4
C -4.472 -1.519 4.182 0.2 0.1 0.1
C -3.229 -0.757 4.626 -0.5 -0.6 0.1
N -2.947 0.391 3.774 0.1 0.7 -0.2
C -2.383 0.255 2.590 0.7 -1.3 -0.7
S -2.064 1.652 1.581 1.1 0.6 -1.0
N -2.065 -0.938 2.153 -0.7 -0.2 1.4
N -1.380 -1.128 1.065 0.7 1.0 -0.8
C -1.182 -2.325 0.599 0.0 0.6 0.2
C -1.712 -3.545 1.267 -0.1 0.1 0.2
C -0.390 -2.398 -0.613 0.2 -0.4 -0.4
C -0.002 -3.617 -1.174 -0.3 0.5 0.3
C 0.737 -3.622 -2.342 0.1 0.3 -0.2
C 1.101 -2.407 -2.909 -0.3 -0.1 0.1
C 0.691 -1.237 -2.289 0.2 0.1 -0.6
N -0.049 -1.227 -1.187 0.7 0.8 0.2
H -4.638 -2.343 4.866 -0.1 -0.1 0.1
H -4.350 -1.919 3.179 0.0 0.0 -0.1
H -5.347 -0.877 4.201 -0.2 0.1 0.0
H -2.360 -1.418 4.578 0.0 0.1 0.1
H -3.358 -0.392 5.645 0.1 0.1 -0.1
H -3.297 1.297 4.057 0.2 0.0 0.0
H -2.349 -3.265 2.100 0.0 -0.1 -0.1
H -0.894 -4.156 1.646 0.2 0.0 0.0
H -2.276 -4.160 0.568 -0.1 0.0 -0.1
H -0.292 -4.538 -0.695 -0.1 -0.1 0.0
H 1.026 -4.553 -2.804 0.1 -0.1 0.0
H 1.676 -2.364 -3.818 0.1 0.1 -0.1
H 0.970 -0.274 -2.705 0.0 -0.1 0.1
F 4.790 5.556 1.294 -0.2 -0.3 0.0
C 4.183 4.402 1.148 0.0 -0.2 0.0
C 4.864 3.201 1.372 -0.1 0.0 -0.1
F 6.126 3.210 1.737 -0.2 0.0 0.0
C 4.205 1.985 1.182 -0.1 -0.1 -0.1
F 4.871 0.848 1.357 0.2 0.3 0.1
C 2.873 1.917 0.777 -0.6 0.2 -0.3
P 2.056 0.278 0.557 1.0 0.1 1.1
C 2.189 -0.448 2.217 -0.8 0.0 -0.5
C 3.287 -1.178 2.668 0.1 -0.1 -0.2
C 3.329 -1.578 3.992 0.2 0.0 0.0
C 2.282 -1.298 4.855 -0.1 0.0 -0.1
C 1.179 -0.589 4.400 0.0 0.0 0.0
C 1.139 -0.152 3.090 -0.2 0.2 -0.2
C 3.169 -0.579 -0.583 -0.9 0.1 0.1
C 3.830 0.138 -1.585 0.0 0.2 0.0
C 4.743 -0.505 -2.400 0.0 0.1 0.0
C 4.973 -1.868 -2.250 -0.1 0.0 0.0
C 4.274 -2.591 -1.292 -0.1 -0.1 0.2
C 3.357 -1.960 -0.472 -0.1 0.0 0.1
C 2.217 3.124 0.563 0.6 -0.1 0.1
Br 0.447 3.150 -0.092 -0.3 -0.4 -0.3
C 2.849 4.349 0.736 -0.3 -0.2 -0.1
F 2.171 5.453 0.481 0.2 0.1 0.1
H 4.107 -1.408 2.005 0.1 0.0 0.0
H 4.197 -2.107 4.352 0.1 -0.1 0.0
H 2.328 -1.632 5.880 0.0 0.0 0.1
H 0.365 -0.371 5.073 -0.1 0.1 0.1
H 0.301 0.445 2.727 0.1 -0.2 0.2
H 3.645 1.197 -1.714 0.1 0.1 0.0
H 5.284 0.051 -3.150 0.0 0.1 -0.1
H 5.678 -2.371 -2.894 0.1 0.0 0.0
H 4.454 -3.648 -1.177 0.0 -0.1 0.0
H 2.803 -2.522 0.269 0.0 -0.1 0.0
C -1.907 0.544 -3.289 0.1 -0.4 -0.5
N -2.048 1.271 -1.999 0.3 -0.1 0.8
C -3.449 1.063 -1.552 -0.6 0.0 0.2
N -4.385 1.508 -2.553 -1.3 -0.2 0.5
C -4.227 0.767 -3.796 0.3 0.0 0.4
N -2.870 0.994 -4.265 0.5 -0.9 -1.1
C -2.671 2.406 -4.558 0.1 -0.3 0.4
N -2.861 3.127 -3.311 0.4 1.5 0.0
C -1.899 2.717 -2.324 0.0 0.5 -0.2
C -4.213 2.930 -2.816 0.2 -0.3 0.2
H -2.051 -0.526 -3.116 0.0 0.1 0.1
H -0.906 0.715 -3.693 0.0 0.0 0.1
H -3.614 1.629 -0.627 0.0 -0.1 -0.2
H -3.608 -0.002 -1.353 0.1 0.1 0.0
H -4.941 1.118 -4.543 0.1 0.0 0.1
H -4.396 -0.298 -3.627 0.0 0.0 0.0
H -3.386 2.741 -5.311 0.0 0.0 0.1
H -1.658 2.567 -4.935 0.0 0.0 0.0
H -2.042 3.310 -1.415 -0.1 -0.1 0.0
H -0.892 2.901 -2.711 0.0 -0.1 0.0
H -4.939 3.270 -3.556 0.1 0.0 0.1
H -4.354 3.495 -1.892 0.0 0.0 0.0


No. 5
86
Properties=species:S:1:pos:R:3:forces:R:3 method="wB97M-V/def2-TZVPD" relative_energy_kcal_mol=77.8 homo_lumo_gap_ev="6.1 / 6.6" charge=0 spin_multiplicity=2
Ru -0.544 -0.435 -1.178 -1.9 -0.9 0.3
C -1.573 1.090 2.336 0.0 -0.1 0.0
C -1.985 1.773 1.088 0.0 0.0 0.4
N -1.925 1.250 -0.120 0.7 -1.4 -0.1
C -2.402 2.182 -0.997 -0.3 0.3 -0.2
C -2.779 3.304 -0.289 0.2 -0.5 -0.5
N -2.508 3.013 1.023 0.1 -0.1 -0.4
C -3.290 4.650 -0.657 0.0 0.0 0.1
O -3.515 4.876 -1.925 0.0 -0.1 -0.4
O -3.467 5.466 0.219 0.0 0.0 0.0
C -2.454 1.874 -2.470 -0.3 0.9 0.7
O -3.002 2.698 -3.215 0.0 0.0 -0.2
O -1.945 0.780 -2.818 1.0 -0.9 0.2
H -0.798 0.365 2.085 0.1 0.0 0.0
H -2.416 0.566 2.789 -0.1 0.1 0.1
H -1.183 1.802 3.058 0.0 0.0 0.1
H -2.654 3.689 1.760 0.0 -0.1 0.1
H -3.340 4.062 -2.523 0.0 0.1 0.4
C -0.737 -3.019 1.813 0.5 0.6 -0.6
P -1.386 -2.364 0.229 -0.7 0.9 -0.4
C -3.099 -1.896 0.724 0.3 0.1 -0.1
C -1.754 -3.830 -0.798 0.4 0.1 -0.4
C -1.690 -5.124 -0.294 0.0 0.1 0.1
C -1.953 -6.208 -1.112 0.0 0.0 0.0
C -2.293 -6.006 -2.440 0.0 0.0 0.0
C -2.367 -4.720 -2.950 -0.2 0.1 0.0
C -2.097 -3.624 -2.142 0.2 0.4 0.4
P -2.096 -1.888 -2.762 1.1 -0.1 -0.1
C -1.294 -2.025 -4.398 0.1 0.2 0.4
C -3.838 -1.623 -3.287 0.4 0.5 0.6
H -1.458 -3.663 2.314 -0.1 0.0 -0.2
H -0.515 -2.157 2.440 0.1 0.0 0.0
H 0.196 -3.547 1.629 0.0 0.0 0.1
H -3.687 -2.779 0.973 0.1 -0.1 0.0
H -3.575 -1.355 -0.094 0.0 0.0 0.0
H -3.041 -1.241 1.588 -0.1 0.1 0.0
H -1.429 -5.290 0.741 0.1 -0.1 0.1
H -1.885 -7.209 -0.713 0.0 0.0 0.0
H -2.496 -6.855 -3.077 0.0 0.0 -0.1
H -2.631 -4.577 -3.987 0.0 0.0 -0.1
H -1.876 -2.646 -5.077 -0.1 0.0 0.1
H -0.289 -2.425 -4.279 0.0 0.0 0.0
H -1.227 -1.011 -4.792 0.0 0.0 -0.1
H -4.174 -2.456 -3.905 0.1 0.0 0.1
H -3.848 -0.696 -3.860 -0.1 0.0 0.0
H -4.490 -1.515 -2.422 -0.1 0.0 0.0
C 4.916 0.586 1.067 0.0 -0.1 -0.1
C 3.748 -0.079 0.362 -1.3 0.4 0.9
C 3.840 -1.590 0.464 0.1 0.0 -0.1
C 3.704 0.325 -1.103 0.0 -0.1 0.0
Si 2.031 0.506 1.183 3.1 1.3 -0.4
O 0.837 -0.428 0.811 -2.5 -1.2 -2.0
C 2.205 0.726 3.070 -0.2 0.1 -0.7
C 2.857 -0.187 3.887 0.0 -0.2 0.0
C 2.955 0.012 5.253 0.0 -0.1 0.1
C 2.414 1.148 5.832 0.0 0.0 0.0
C 1.768 2.075 5.034 -0.1 0.2 0.2
C 1.657 1.854 3.673 -0.1 0.0 0.0
C 1.827 2.263 0.454 -0.4 -0.7 0.5
C 0.962 2.397 -0.621 -0.1 -0.2 0.0
C 0.672 3.630 -1.172 -0.1 0.0 -0.2
C 1.259 4.768 -0.644 -0.1 0.0 -0.1
C 2.133 4.655 0.423 0.1 0.1 0.0
C 2.425 3.412 0.959 0.0 0.0 -0.1
H 5.855 0.245 0.627 0.2 0.0 0.0
H 4.931 0.347 2.128 0.1 0.0 0.1
H 4.865 1.665 0.951 0.1 0.2 0.1
H 4.727 -1.941 -0.067 0.1 -0.2 -0.1
H 2.967 -2.055 0.013 -0.1 -0.2 -0.1
H 3.919 -1.920 1.497 0.0 -0.1 0.2
H 4.601 -0.029 -1.615 0.1 0.0 -0.1
H 3.653 1.407 -1.212 0.0 0.1 -0.1
H 2.837 -0.115 -1.596 0.1 0.1 -0.1
H 3.288 -1.078 3.455 0.1 -0.1 0.0
H 3.454 -0.719 5.872 0.1 -0.1 0.1
H 2.497 1.302 6.897 0.0 0.1 0.1
H 1.350 2.974 5.466 0.0 0.0 0.1
H 1.134 2.575 3.062 0.0 0.2 0.0
H 0.508 1.486 -1.042 0.3 0.7 0.0
H -0.013 3.700 -2.004 0.0 0.1 -0.2
H 1.037 5.733 -1.072 0.0 0.1 0.0
H 2.579 5.542 0.848 0.1 0.1 0.0
H 3.118 3.336 1.784 0.0 0.0 0.1
O 1.311 0.648 -4.718 0.1 0.5 -0.8
C 1.071 0.097 -3.714 0.0 -0.2 -0.1
N 0.909 -0.526 -2.716 -1.2 -0.9 2.1


No. 6
17
Properties=species:S:1:pos:R:3:forces:R:3 method="wB97M-V/def2-TZVPD" relative_energy_kcal_mol=39.4 homo_lumo_gap_ev=10.4 charge=0
C -2.184 0.531 -0.872 0.0 0.1 0.0
C -1.250 -0.422 -0.129 0.0 0.0 0.0
C -0.213 0.312 0.704 -0.3 0.1 -0.2
O 0.337 -0.495 1.777 0.0 -0.1 0.1
C 1.657 -0.153 1.370 0.3 0.0 0.2
C 1.945 -0.709 0.021 0.1 -0.1 -0.1
C 1.186 0.591 0.156 0.0 0.2 -0.1
H -1.628 1.209 -1.529 -0.1 -0.1 0.1
H -2.755 1.144 -0.165 0.1 -0.1 -0.1
H -2.899 -0.020 -1.491 0.1 0.1 0.1
H -0.745 -1.093 -0.835 -0.1 0.1 0.1
H -1.829 -1.058 0.552 0.1 0.1 -0.1
H -0.646 1.225 1.138 0.0 -0.1 0.0
H 2.386 0.086 2.138 -0.1 0.0 -0.1
H 2.968 -0.599 -0.330 -0.2 0.0 0.1
H 1.444 -1.623 -0.291 0.1 0.2 0.1
H 1.532 1.526 -0.269 -0.1 -0.2 0.1


Repeat the first record exactly.
36
Properties=species:S:1:pos:R:3:forces:R:3 method="wB97M-V/def2-TZVPD" relative_energy_kcal_mol=58.6 homo_lumo_gap_ev="4.7 / 6.8" charge=+2
C 1.660 3.115 0.874 0.2 1.8 -0.5
C 1.784 1.649 0.882 2.9 -0.8 1.7
H 2.677 3.539 0.976 -0.4 -0.2 0.0
H 1.044 3.441 1.722 0.0 -0.2 -0.1
H 1.167 3.513 -0.029 0.2 -0.4 0.5
O 2.710 1.044 1.346 -2.0 0.6 -1.3
Cl -1.296 2.320 0.230 0.1 -0.1 0.1
Al 0.003 0.581 0.088 -2.9 -0.2 -1.4
P 0.608 0.992 -2.184 0.0 0.3 -1.7
C 1.803 -0.158 -2.909 0.2 -0.2 0.2
C -0.881 0.817 -3.233 -0.2 0.0 0.5
H 0.560 3.412 -2.240 0.2 -0.3 -0.2
H 1.424 2.734 -3.657 -0.1 -0.1 0.4
H 2.221 2.784 -2.051 -0.1 0.0 -0.2
C 1.265 2.634 -2.571 0.1 0.4 0.3
H -1.753 1.207 -2.684 0.3 -0.1 -0.4
H -0.741 1.359 -4.169 0.1 0.0 0.1
H 2.001 0.108 -3.962 -0.1 -0.1 0.4
H 1.394 -1.176 -2.854 0.1 0.2 -0.1
H -1.042 -0.254 -3.409 0.0 0.4 -0.1
H 2.747 -0.123 -2.347 -0.1 0.0 -0.2
C 1.296 -1.027 0.042 4.4 -6.7 0.0
O 1.979 -1.992 0.032 -4.0 5.6 0.0
Cl -1.652 -0.922 -0.842 1.4 0.4 1.1
S -0.231 0.146 2.357 -0.2 -0.2 0.7
C -1.118 -1.358 2.491 1.5 -0.7 0.8
N -0.412 -2.445 3.010 -3.1 0.3 -0.7
C -1.101 -3.611 3.247 1.8 0.8 0.1
C -2.430 -3.692 2.980 -1.4 -0.5 -0.2
C -3.129 -2.599 2.461 -0.6 -1.2 0.4
C -2.476 -1.427 2.234 0.8 1.2 -0.5
H 0.564 -2.351 3.223 0.4 -0.1 0.2
H -0.520 -4.423 3.666 0.0 0.0 -0.1
H -2.962 -4.628 3.185 0.3 0.4 -0.1
H -4.194 -2.668 2.256 0.2 -0.1 0.0
H -2.969 -0.541 1.843 0.1 -0.2 0.0